(1)
{"formula": "C2HO2Pd", "method": "the ωB97M-V functional and the def2-TZVPD basis", "elements": ["Pd", "O", "C", "H", "O", "C"], "coordinates": [[1.0355, -1.2902, -0.2789], [1.2780, -0.1977, -1.6704], [0.2270, 0.3618, -1.1509], [-0.2058, 1.2393, -1.6638], [-1.5777, -0.0595, 0.5635], [-0.5509, -0.4268, -0.0275]], "forces_ev_per_a": [[3.371, -8.544, 6.335], [0.639, 4.383, -5.249], [-1.561, 1.953, -1.126], [-0.072, -0.344, 0.561], [3.332, -1.215, -2.118], [-5.710, 3.767, 1.598]], "lowdin_charge": [0.8593, -0.2641, -0.2971, 0.1266, 0.0111, -0.4358], "multiplicity": 4, "e_homo_ev": [-7.9, -10.3], "total_charge": 0}

---

(2)
{"formula": "C2HO2S2", "method": "the ωB97M-V functional and the def2-TZVPD basis", "elements": ["C", "H", "S", "O", "S", "C", "O"], "coordinates": [[-0.5651, 0.6078, 0.1258], [-1.5390, 0.7178, -0.5129], [0.3232, 2.1545, 0.0081], [1.3414, -1.1768, -1.3216], [-0.4571, 1.4841, 1.7501], [0.6910, -1.5605, -0.4196], [0.2056, -2.2268, 0.3699]], "forces_ev_per_a": [[-0.750, -1.026, -1.402], [1.042, 0.205, 1.694], [0.792, 0.905, -0.701], [-0.071, -0.100, 0.158], [-0.891, -0.321, 0.260], [1.051, 2.255, -2.083], [-1.173, -1.919, 2.073]], "lowdin_charge": [-1.0082, -0.0291, 0.1761, 0.0992, 0.1800, -0.5596, 0.1415], "e_above_lowest_ev": 1.635, "e_homo_ev": -2.6, "total_charge": -1}

---

(3)
{"formula": "C2HO2S2", "method": "the ωB97M-V functional and the def2-TZVPD basis", "elements": ["S", "C", "H", "S", "O", "C", "O"], "coordinates": [[2.0957, -0.3592, -0.2353], [-1.1242, -0.1648, 0.0265], [1.3885, -1.4892, -0.7667], [0.3643, 2.1484, 0.7767], [-1.7643, -0.5229, 1.0332], [0.2647, 0.6398, 0.3469], [-1.2246, -0.2522, -1.1812]], "forces_ev_per_a": [[-3.221, -0.539, -0.018], [1.060, -0.318, 1.974], [0.984, 1.567, 0.720], [0.325, 0.769, 0.350], [0.531, 0.456, -1.171], [0.952, -1.709, -0.875], [-0.629, -0.226, -0.980]], "lowdin_charge": [0.3723, -0.8493, -0.1593, 0.6066, -0.0532, -0.8888, -0.0283], "smiles": "O=C([O-])C(=S)S", "e_above_lowest_ev": 0.838, "e_homo_ev": -4.3, "total_charge": -1}

---

(4)
{"formula": "C2HO2S2", "method": "the ωB97M-V functional and the def2-TZVPD basis", "elements": ["C", "H", "O", "C", "O", "S", "S"], "coordinates": [[0.1227, -0.4527, 0.0396], [-2.4519, -0.9507, -0.0822], [0.4455, 1.5384, -1.1256], [0.0671, 1.1567, -0.0309], [-0.2774, 1.6691, 1.0102], [1.0444, -1.4300, 1.1364], [1.0496, -1.5309, -0.9473]], "forces_ev_per_a": [[-0.706, 0.512, 0.012], [0.492, 0.069, 0.034], [0.146, 0.778, -1.020], [0.401, -1.791, -0.255], [-0.513, 0.876, 1.217], [0.026, -0.162, 0.521], [0.154, -0.283, -0.509]], "lowdin_charge": [-0.9926, 0.0752, -0.0503, -0.8710, -0.0413, 0.4411, 0.4390], "e_above_lowest_ev": 4.319, "e_homo_ev": [-3.7, -4.5], "total_charge": -1}

---

(5)
{"formula": "C2HO2Sc", "method": "the ωB97M-V functional and the def2-TZVPD basis", "elements": ["Sc", "O", "O", "C", "C", "H"], "coordinates": [[0.1452, 1.3123, 0.5176], [-1.7389, 0.7769, -0.3423], [2.8912, -0.6826, -0.3746], [2.0075, -0.0051, -0.2086], [-1.3348, -0.2459, 0.2601], [-1.9702, -1.1557, 0.1478]], "forces_ev_per_a": [[-2.152, -0.777, -0.649], [2.389, -0.767, 1.687], [-1.814, 1.381, 0.201], [2.011, -1.533, -0.218], [-1.014, 1.644, -1.542], [0.579, 0.052, 0.521]], "lowdin_charge": [1.5925, -0.0419, 0.2583, 0.0643, -0.0161, 0.1429], "e_above_lowest_ev": 0.000, "e_homo_ev": -20.7, "total_charge": 2}

---

(6)
{"formula": "C2HO2Tl", "method": "the ωB97M-V functional and the def2-TZVPD basis", "elements": ["O", "H", "C", "C", "O", "Tl"], "coordinates": [[-2.6995, -0.2517, 1.6955], [2.8315, 0.5096, 0.0772], [1.8042, 0.3156, -0.1666], [0.7336, 0.0190, -0.6894], [-0.5030, -0.1959, -0.8114], [-2.1668, -0.3965, -0.1053]], "forces_ev_per_a": [[-0.840, -0.114, 0.350], [-0.095, -0.037, 0.149], [1.697, 0.293, -0.375], [-4.181, -0.548, 0.644], [10.626, 1.175, -4.588], [-7.206, -0.768, 3.820]], "lowdin_charge": [-0.5152, 0.1082, 0.3608, -0.1078, -0.1716, 1.3256], "multiplicity": 2, "e_above_lowest_ev": 5.221, "e_homo_ev": [-15.0, -15.3], "total_charge": 1}

---

(7)
{"formula": "C2HO2Zn", "method": "the ωB97M-V functional and the def2-TZVPD basis", "elements": ["Zn", "C", "O", "C", "H", "O"], "coordinates": [[1.8246, -0.0415, 0.6173], [0.0477, 0.1992, -1.7327], [0.0027, -0.0363, 1.1659], [-0.9924, 0.0883, 0.5110], [-1.9922, -0.3392, 0.7254], [1.1096, 0.1295, -1.2869]], "forces_ev_per_a": [[0.557, 0.215, -0.336], [0.437, 0.043, -0.233], [-1.111, -0.083, 0.418], [0.261, -0.600, 0.557], [-0.233, 0.401, 0.074], [0.089, 0.025, -0.480]], "lowdin_charge": [1.4184, 0.2366, -0.0127, 0.1748, 0.1788, 0.0042], "multiplicity": 2, "e_homo_ev": [-20.3, -23.4], "total_charge": 2}

---

(8)
{"formula": "C2HO3Sm", "method": "the ωB97M-V functional and the def2-TZVPD basis", "elements": ["O", "Sm", "O", "C", "C", "O", "H"], "coordinates": [[-3.8402, -0.1743, -0.1125], [0.6049, -1.2021, -0.6974], [2.7112, -0.5962, 0.2563], [-2.7383, 0.0992, 0.0268], [2.0993, 0.4996, 0.1607], [-1.5327, -0.0303, -0.0594], [2.6959, 1.4041, 0.4255]], "forces_ev_per_a": [[-0.432, 1.421, 0.792], [0.806, 0.263, 0.287], [-0.747, 0.350, -0.140], [3.084, -2.947, -1.672], [0.327, -0.236, -0.245], [-2.911, 1.517, 0.889], [-0.126, -0.368, 0.090]], "lowdin_charge": [0.3090, 1.5781, -0.3045, -0.2861, -0.3038, -0.0317, 0.0391], "multiplicity": 7, "e_above_lowest_ev": 0.000, "e_homo_ev": [-11.9, -12.0], "total_charge": 1}

---

(9)
{"formula": "C2HO3Sr", "method": "the ωB97M-V functional and the def2-TZVPD basis", "elements": ["O", "C", "H", "O", "Sr", "C", "O"], "coordinates": [[0.5361, -1.9876, -2.3578], [0.2164, -1.0522, -1.5690], [0.4497, -2.8883, -1.9942], [0.1062, -1.1454, -0.0732], [0.0674, 1.4005, 2.1371], [-0.0733, 0.3158, -1.5616], [-0.3601, 0.2284, -0.2053]], "forces_ev_per_a": [[-0.094, 0.196, 0.153], [0.108, -0.676, 2.342], [0.110, -0.109, -0.024], [0.130, -1.466, -1.407], [-0.125, -0.264, -0.750], [-0.524, 1.587, -0.685], [0.395, 0.733, 0.371]], "lowdin_charge": [0.2781, -0.2567, 0.1982, 0.0009, 1.9379, 0.1032, -0.2616], "multiplicity": 2, "e_above_lowest_ev": 6.967, "e_homo_ev": [-17.0, -17.0], "total_charge": 2}

---

(10)
{"formula": "C2HO3Yb", "method": "the ωB97M-V functional and the def2-TZVPD basis", "elements": ["O", "C", "C", "H", "O", "Yb", "O"], "coordinates": [[-0.3652, 2.5093, -1.5748], [-1.6813, 0.9089, -0.5259], [-1.5421, 0.0540, 0.3278], [0.0995, -0.9798, 0.4918], [-1.6895, 2.1242, -0.9958], [-1.5240, 3.2262, -3.3424], [-0.7979, -1.0769, 0.1445]], "forces_ev_per_a": [[-0.441, -0.025, 0.274], [-0.714, 6.801, -1.218], [4.302, -5.802, -0.366], [0.624, 0.252, 0.260], [-0.724, -2.522, -0.824], [0.257, 0.084, 0.362], [-3.303, 1.212, 1.513]], "lowdin_charge": [-0.2753, 0.0520, 0.1585, 0.1753, -0.1081, 1.7849, 0.2128], "multiplicity": 2, "e_above_lowest_ev": 6.943, "e_homo_ev": [-19.0, -18.9], "total_charge": 2}

---

(11)
{"formula": "C2HO4", "method": "the ωB97M-V functional and the def2-TZVPD basis", "elements": ["O", "H", "C", "C", "O", "O", "O"], "coordinates": [[-1.8659, -0.4528, 0.9271], [2.4934, -0.2784, 0.1319], [1.3789, 0.0801, 0.1299], [-1.7444, -0.1446, -0.1628], [1.3377, 1.2970, 0.4078], [-2.0480, 0.1975, -1.2169], [0.4482, -0.6988, -0.2169]], "forces_ev_per_a": [[0.016, -0.891, 3.202], [-1.291, -0.491, -0.020], [0.829, 0.800, -0.449], [-0.274, 0.162, -0.381], [-0.449, -0.432, 0.074], [0.254, 0.711, -2.513], [0.915, 0.141, 0.087]], "lowdin_charge": [0.1682, 0.0990, -0.6304, -0.5427, -0.1307, 0.1605, -0.1239], "e_above_lowest_ev": 0.097, "e_homo_ev": -4.3, "total_charge": -1}

---

(12)
{"formula": "C2HO4S", "method": "the ωB97M-V functional and the def2-TZVPD basis", "elements": ["C", "C", "O", "S", "O", "O", "H", "O"], "coordinates": [[-0.4043, 0.5883, 0.3688], [-1.1271, -0.4731, -0.2941], [-0.1247, 0.4459, 1.7224], [1.2018, -0.0641, -0.5495], [2.4314, 0.0915, 0.3769], [-1.1430, -0.5293, -1.4772], [-0.8809, -1.4048, 0.4762], [0.0468, 1.3456, -0.6235]], "forces_ev_per_a": [[0.872, -1.385, 6.646], [1.991, -3.941, 3.320], [-1.778, 2.248, -5.162], [4.093, 0.484, 1.003], [-2.942, 0.017, -2.261], [-2.503, -0.906, -2.876], [-2.044, 1.067, -1.532], [2.311, 2.416, 0.863]], "lowdin_charge": [-0.7593, -0.3896, -0.2122, 1.0332, -0.5715, -0.0379, 0.1608, -0.2236], "e_above_lowest_ev": 4.364, "e_homo_ev": -3.7, "total_charge": -1}

---

What are the max |F| values for these records? In order: 11.16 3.24 3.27 1.85 3.02 11.63 1.19 4.58 2.44 7.23 3.32 6.85 eV/A.
What are the E values for these records? In order: -354.92694 -1023.66519 -1023.69448 -1023.56654 -987.23098 -399.14569 -2005.68691 -960.20821 -332.35273 -1460.25143 -377.86658 -775.86465 hartree.